C27H37BrFN6O4P | wB97M-V/def2-TZVPD

XYZ file:
```
77
Properties=species:S:1:pos:R:3:mulliken_charge:R:1
C 0.89267 -5.23893 1.35221 -0.88
C 0.72884 -3.65357 1.85995 -0.13
C 0.01105 -3.74960 3.34418 -0.25
Br -1.97765 -3.65917 3.15641 -0.07
O 0.43550 -2.71102 4.29513 -0.20
P 0.92830 -3.47010 5.79498 0.92
O 1.03908 -2.39005 6.96904 -0.64
O -0.13870 -4.72579 6.35793 -0.49
O 2.57025 -4.06331 5.52337 -0.15
F 3.22035 -2.95681 5.15011 -0.08
H 1.95500 -5.68510 1.62369 0.26
H 0.07150 -5.88022 1.91788 0.26
H 0.71030 -5.29010 0.19749 0.30
H 0.08345 -3.11423 1.04484 0.13
H 1.79788 -3.12854 1.88910 0.28
H 0.36618 -4.79490 3.79887 0.42
H -0.90607 -4.37171 6.89678 0.36
C -6.57686 -0.55907 3.46655 -0.82
C -5.22330 -0.89963 3.23178 0.20
C -5.03987 -2.18756 3.68290 -0.43
N -6.23407 -2.63427 4.18594 0.03
C -7.17854 -1.64994 4.05323 -0.42
H -7.06087 0.38006 3.23182 0.40
H -4.46425 -0.27308 2.78148 0.49
H -4.16379 -2.82223 3.69020 -0.08
H -6.39353 -3.54766 4.59080 0.19
H -8.19477 -1.80900 4.38817 0.37
C -1.85678 2.78330 0.53664 0.31
C -1.32627 1.59187 1.08645 -0.34
C -2.33819 0.65813 1.09617 -0.98
N -3.46185 1.24587 0.57594 0.17
C -3.17630 2.54015 0.22688 -1.03
H -1.33258 3.71746 0.38211 0.13
H -0.31478 1.43200 1.43690 0.41
H -2.35514 -0.37107 1.42908 0.69
H -4.36075 0.79474 0.46600 0.26
H -3.93487 3.17610 -0.20941 0.38
C 0.64845 7.44576 -0.15798 -0.62
C 2.00201 7.10520 -0.39275 -0.22
C 2.18544 5.81726 0.05837 -0.69
N 0.99124 5.37056 0.56140 0.02
C 0.04677 6.35489 0.42870 -0.33
H 0.16444 8.38489 -0.39271 0.39
H 2.76106 7.73174 -0.84305 0.38
H 3.06152 5.18259 0.06567 0.48
H 0.83178 4.45716 0.96627 0.21
H -0.96946 6.19583 0.76364 0.39
C -3.46415 -2.60765 -3.40552 -0.56
C -2.07510 -2.87880 -3.42145 -0.46
C -1.45719 -1.89988 -2.67590 -0.54
N -2.42422 -1.04497 -2.21470 0.11
C -3.65177 -1.47176 -2.65004 -0.33
H -4.24366 -3.17991 -3.89155 0.38
H -1.57902 -3.70012 -3.92226 0.41
H -0.41480 -1.73815 -2.43583 0.46
H -2.25799 -0.22767 -1.64198 0.16
H -4.55111 -0.93120 -2.38701 0.36
C 3.94346 3.09197 -3.51134 -0.40
C 5.33251 2.82082 -3.52727 -0.26
C 5.95042 3.79974 -2.78172 -0.77
N 4.98340 4.65465 -2.32052 0.04
C 3.75585 4.22786 -2.75586 -0.58
H 3.16396 2.51971 -3.99737 0.47
H 5.82859 1.99950 -4.02808 0.50
H 6.99281 3.96147 -2.54165 0.38
H 5.14963 5.47195 -1.74780 0.22
H 2.85650 4.76842 -2.49283 0.40
C 3.11156 -2.07613 -5.36174 -0.49
C 4.50061 -2.34728 -5.37767 -0.48
C 5.11852 -1.36836 -4.63213 -0.42
N 4.15149 -0.51345 -4.17093 0.03
C 2.92394 -0.94023 -4.60627 -0.42
H 2.33205 -2.64839 -5.84778 0.41
H 4.99668 -3.16860 -5.87849 0.38
H 6.16091 -1.20663 -4.39206 0.36
H 4.31772 0.30385 -3.59820 0.25
H 2.02459 -0.39968 -4.34324 0.40
```

SMILES: CC[C@H](Br)O[P@@](=O)(O)OF.c1cc[nH]c1.c1cc[nH]c1.c1cc[nH]c1.c1cc[nH]c1.c1cc[nH]c1.c1cc[nH]c1
Net charge: 0
DFT total energy (hartree): -4695.54933

=====

C27H37F7O23 | wB97M-V/def2-TZVPD

XYZ file:
```
94
Properties=species:S:1:pos:R:3:mulliken_charge:R:1
O -7.39521 -17.37855 6.37118 -0.55
C -7.69460 -16.26693 6.08263 0.43
O -7.88047 -15.31554 7.00497 -0.40
C -8.57776 -14.21456 6.33662 -0.56
C -8.41533 -14.46393 4.89198 1.07
F -7.32850 -13.70921 4.39768 -0.34
O -8.04627 -15.81865 4.88075 -0.06
H -9.58008 -14.08151 6.67679 0.32
H -8.00768 -13.33174 6.52884 0.35
H -9.18987 -14.23342 4.20199 -0.25
O -10.15056 -14.08660 -2.18304 -0.58
C -9.47326 -14.64521 -1.36786 0.41
O -9.16540 -14.04454 -0.22609 -0.36
C -8.59528 -15.01959 0.62574 0.25
C -8.57651 -16.29549 -0.20847 0.51
F -9.55245 -17.17919 0.04745 -0.21
O -8.88169 -15.81655 -1.50428 -0.33
H -7.52498 -14.68966 0.79504 0.29
H -9.16127 -15.08635 1.54746 -0.19
H -7.58141 -16.74477 -0.12483 0.12
O -10.81037 -13.91813 2.81705 -0.53
C -11.71190 -13.89478 2.07548 0.44
O -12.03765 -14.89583 1.25962 -0.10
C -13.07646 -14.48810 0.36090 -0.19
C -13.51887 -13.15906 1.03916 0.26
F -14.78852 -13.17882 1.54316 -0.32
O -12.58224 -12.86450 2.00581 -0.37
H -12.72774 -14.16001 -0.58279 0.17
H -13.73668 -15.31381 0.17014 0.24
H -13.45729 -12.29486 0.35681 0.28
O -5.78010 -16.24540 1.82541 -0.57
C -6.13176 -17.12959 2.49662 0.45
O -7.04235 -17.96711 2.17461 -0.05
C -7.35294 -18.92100 3.16300 1.17
C -6.18422 -18.66229 4.09344 0.26
F -5.11468 -19.58678 3.89945 -0.37
O -5.61153 -17.40858 3.75496 -0.40
H -8.22298 -18.55115 3.66302 -0.63
H -7.51320 -19.95650 2.81557 -0.33
H -6.37136 -18.55424 5.21551 0.41
O -8.18180 -22.81205 4.74830 -0.60
C -7.20474 -22.76034 4.04067 0.54
O -5.98672 -22.86000 4.42383 -0.36
C -5.11130 -22.58880 3.23169 -0.51
C -6.05966 -22.81011 2.13958 0.65
F -6.06345 -24.10085 1.78382 -0.33
O -7.23725 -22.45858 2.68166 -0.08
H -4.61582 -21.62659 3.24985 0.24
H -4.38009 -23.42378 3.18591 0.37
H -5.62026 -22.18342 1.24055 0.08
O -11.82341 -20.61488 -1.87702 -0.46
C -11.17828 -21.29253 -1.13570 0.27
O -10.89678 -21.00714 0.20183 0.13
C -9.89679 -21.88823 0.59718 0.44
C -9.95705 -23.01559 -0.37675 0.29
F -10.75977 -24.01740 0.11246 -0.34
O -10.53429 -22.38764 -1.50600 -0.32
H -8.90993 -21.47270 0.52299 -0.13
H -9.93276 -22.24392 1.69907 -0.08
H -9.00109 -23.50772 -0.71452 0.29
O -13.62357 -19.77332 0.89004 -0.55
C -13.70981 -19.51601 -0.27312 0.45
O -14.49725 -20.05425 -1.17512 -0.36
C -14.41190 -19.27132 -2.36882 -0.46
C -13.60702 -18.04691 -1.99741 0.25
F -14.44975 -16.98626 -1.82271 -0.37
O -13.09135 -18.42605 -0.75804 0.06
H -13.85499 -19.85414 -3.11908 0.31
H -15.41394 -18.92198 -2.55279 0.35
H -12.88820 -17.74459 -2.70857 0.36
C -6.44770 -20.26721 -2.07272 -1.26
C -7.64384 -19.32331 -2.13893 0.93
C -8.18181 -19.17105 -3.58634 -1.40
O -8.67389 -19.78929 -1.26451 -0.01
H -6.33450 -20.55203 -0.99755 0.11
H -5.52510 -19.90069 -2.48913 0.41
H -6.81497 -21.19137 -2.58173 0.31
H -7.26933 -18.34585 -1.80656 -0.03
H -8.43213 -20.13487 -4.04113 0.32
H -7.39345 -18.80038 -4.29385 0.37
H -9.02513 -18.51285 -3.55332 0.34
H -9.15876 -19.07574 -0.83297 0.00
C -11.00681 -20.72957 5.81767 -1.50
C -11.18525 -20.34107 4.38887 0.85
C -11.26768 -18.88005 4.15986 -1.24
O -9.96273 -20.70435 3.74700 -0.18
H -11.76603 -20.27924 6.45441 0.42
H -9.96721 -20.45770 6.09198 0.21
H -11.02669 -21.79765 5.93494 0.43
H -12.08190 -20.81475 3.93967 0.21
H -10.38171 -18.34680 4.56476 -0.10
H -12.19741 -18.56987 4.68005 0.52
H -11.44240 -18.66218 3.13088 0.33
H -9.82154 -21.63446 3.97205 0.12
```

SMILES: O=C1OC[C@@H](F)O1.O=C1OC[C@@H](F)O1.O=C1OC[C@@H](F)O1.O=C1OC[C@@H](F)O1.O=C1OC[C@@H](F)O1.O=C1OC[C@@H](F)O1.O=C1OC[C@@H](F)O1.CC(C)O.CC(C)O
Net charge: 0
DFT total energy (hartree): -3480.67628

=====

C27H37N2O4STl | wB97M-V/def2-TZVPD

XYZ file:
```
72
Properties=species:S:1:pos:R:3:mulliken_charge:R:1
Tl -1.16792 -2.13436 -2.33862 0.49
C -1.47759 5.73670 -1.45932 -0.93
C -2.39497 5.49065 -2.65645 -0.66
C -2.96624 4.07355 -2.67795 -0.28
N -1.88365 3.09912 -2.69303 0.05
C -1.96649 1.74344 -2.46984 0.00
S -0.85559 0.78434 -3.29618 -0.43
N -2.87369 1.23748 -1.61717 0.26
C -3.49560 1.94629 -0.55980 -0.99
O -4.69327 1.93101 -0.42949 -0.59
C -2.59518 2.62038 0.39453 1.25
C -1.21416 2.41258 0.42186 -0.37
C -0.43597 3.01744 1.39031 -0.65
C -1.00837 3.85452 2.33937 -0.46
C -2.38290 4.06995 2.31889 -0.62
C -3.16540 3.45394 1.36397 -0.53
H -1.10950 6.76428 -1.45302 0.41
H -0.62597 5.05810 -1.48451 0.26
H -2.01094 5.55083 -0.52467 0.16
H -1.84733 5.66766 -3.58816 0.32
H -3.23142 6.19348 -2.62982 0.37
H -3.60879 3.95395 -3.56040 0.25
H -3.58901 3.92775 -1.80162 0.21
H -1.17701 3.28117 -3.38879 0.28
H -3.09093 0.19280 -1.63932 0.30
H -0.75371 1.75246 -0.30264 0.97
H 0.62964 2.82804 1.41601 0.41
H -0.39431 4.32784 3.09493 0.41
H -2.83894 4.71942 3.05671 0.35
H -4.23740 3.60214 1.33547 0.44
O -5.51460 -1.04585 -0.56670 -0.65
C -4.34831 -1.41910 -0.71850 0.02
O -3.34039 -0.77896 -1.14043 -0.62
H -4.11742 -2.48744 -0.44678 0.19
C 6.52181 -2.70787 1.55382 -1.50
C 5.16808 -2.92322 0.92270 0.70
C 4.77151 -2.21844 -0.20602 -0.79
C 3.50650 -2.36372 -0.76746 1.11
C 3.22155 -1.62346 -2.05160 -1.73
C 2.55738 -3.21242 -0.16382 0.19
C 1.08491 -3.23882 -0.64271 -0.06
O 0.97336 -3.46311 -1.99128 -1.02
C 2.99330 -4.00505 0.91703 1.11
C 2.13329 -5.10351 1.49736 -1.53
C 4.26882 -3.83739 1.44996 -0.84
H 7.21415 -2.24356 0.84840 0.35
H 6.95780 -3.65158 1.89100 0.35
H 6.44143 -2.04841 2.42378 0.26
H 5.48195 -1.53552 -0.66944 0.26
H 3.63308 -0.60895 -2.02603 0.37
H 2.15547 -1.61005 -2.25805 0.19
H 3.69073 -2.15967 -2.88209 0.40
H 0.58874 -4.05632 -0.08164 0.32
H 1.27341 -4.71411 2.04416 0.17
H 2.72119 -5.71292 2.18892 0.42
H 1.75099 -5.74508 0.70190 0.34
H 4.57711 -4.44468 2.30003 0.22
C -0.93872 -0.31395 1.09044 -1.46
C -0.16540 -1.63698 1.16481 3.34
C 0.92179 -1.45652 2.24989 -2.27
C -1.14784 -2.71938 1.61719 -1.73
C 0.41116 -1.90975 -0.22240 -1.79
H -1.35637 -0.03624 2.06914 0.48
H -1.75429 -0.39418 0.37161 0.23
H -0.26938 0.48874 0.76633 -0.28
H 0.47338 -1.16692 3.21222 0.46
H 1.61886 -0.67087 1.94561 0.30
H 1.49839 -2.36860 2.39479 0.49
H -1.62661 -2.42661 2.55989 0.46
H -0.66066 -3.68414 1.76512 0.34
H -1.93077 -2.84728 0.86597 0.13
H 1.02328 -1.05510 -0.53838 0.37
```

ΔE to the lowest compared entry with this formula, charge and spin (kcal per mole): 46.3
Net charge: -2

=====

| no. | M (g mol⁻¹) |
| --- | --- |
| 1 | 639.51 |
| 2 | 862.56 |
| 3 | 690.05 |